[1]
Formula: C30H40O6RuSe
Source: the OMol25 dataset
Level of theory: ωB97M-V with the def2-TZVPD basis set

Its expectation value of S² is 0.755. The energy above the lowest of the compared OMol25 structures with the same formula, charge and spin comes out at 64.4 kJ/mol. Its largest force on an atom is 5.225 eV/Å. Its spin multiplicity is 2. Its net charge is -1. The calculation puts the total energy at -111974.9870 eV. The calculation puts the LUMO energy (spin up / spin down) at 2.025 / 2.020 eV. Its HOMO energy (spin up / spin down) is -3.844 / -3.812 eV.

```
78
C30H40O6RuSe, DFT ωB97M-V with the def2-TZVPD basis set
Ru -0.806 1.563 -2.244
C -4.935 -2.201 2.970
C -3.403 -2.258 2.917
C -2.949 -3.719 3.020
C -2.857 -1.498 4.126
C -2.913 -1.660 1.604
C -2.062 -0.574 1.523
C -1.670 -0.090 0.276
Se -0.804 1.572 0.184
C 1.062 1.379 0.283
C 1.680 1.478 1.519
C 3.061 1.593 1.602
C 3.743 1.614 0.387
C 3.142 1.523 -0.865
C 1.741 1.412 -0.921
O 1.093 1.347 -2.076
C 4.067 1.558 -2.091
C 4.873 2.868 -2.076
C 5.042 0.371 -2.008
C 3.370 1.475 -3.453
C 3.744 1.729 2.958
C 3.260 3.012 3.647
C 5.266 1.801 2.832
C 3.394 0.523 3.840
C -2.103 -0.610 -0.922
O -1.732 -0.086 -2.081
C -2.969 -1.727 -0.866
C -3.336 -2.197 0.382
C -3.537 -2.454 -2.094
C -3.120 -1.887 -3.456
C -5.073 -2.409 -2.038
C -3.079 -3.923 -2.054
H -5.298 -2.587 3.925
H -5.285 -1.175 2.856
H -5.385 -2.798 2.175
H -3.274 -4.155 3.967
H -3.366 -4.321 2.212
H -1.862 -3.788 2.962
H -3.229 -1.955 5.045
H -1.766 -1.525 4.156
H -3.174 -0.454 4.118
H -1.690 -0.082 2.410
H 1.067 1.473 2.412
H 4.818 1.711 0.409
H 5.502 2.957 -1.190
H 5.522 2.915 -2.953
H 4.202 3.727 -2.102
H 5.666 0.414 -1.115
H 4.492 -0.571 -1.989
H 5.700 0.366 -2.879
H 2.703 2.318 -3.625
H 4.143 1.483 -4.225
H 2.782 0.566 -3.560
H 3.509 3.885 3.043
H 2.180 3.002 3.789
H 3.731 3.124 4.625
H 5.580 2.672 2.256
H 5.709 1.882 3.826
H 5.671 0.907 2.355
H 2.319 0.438 3.993
H 3.739 -0.402 3.376
H 3.868 0.615 4.819
H -4.006 -3.048 0.415
H -3.453 -0.860 -3.593
H -2.041 -1.900 -3.594
H -3.577 -2.506 -4.230
H -5.423 -1.376 -2.033
H -5.491 -2.907 -2.915
H -5.470 -2.903 -1.152
H -1.990 -3.982 -2.066
H -3.434 -4.438 -1.161
H -3.461 -4.456 -2.925
O -1.636 2.739 -6.207
C -1.496 2.469 -5.039
O -0.906 1.559 -4.349
C -2.348 3.640 -3.907
O -3.171 4.341 -4.437
O -1.856 3.463 -2.728
```


[2]
Formula: C30H41As3MnO2P
Source: the OMol25 dataset
Level of theory: ωB97M-V with the def2-TZVPD basis set

Its expectation value of S² is 6.131. Its largest force on an atom is 0.825 eV/Å. Its spin multiplicity is 5. Its net charge is +2. The calculation puts the total energy at -258981.4574 eV. The calculation puts the LUMO energy (spin up / spin down) at -7.428 / -6.679 eV. Its HOMO energy (spin up / spin down) is -13.204 / -13.204 eV.

```
78
C30H41As3MnO2P, DFT ωB97M-V with the def2-TZVPD basis set
Mn 0.833 0.116 0.391
C -2.726 1.320 0.558
As -1.594 -0.138 -0.009
C -2.076 -0.381 -1.862
C -2.467 -1.609 0.925
C -1.770 -2.972 1.050
C -1.137 -3.385 -0.282
C -0.725 -2.948 2.174
As 0.875 -1.918 1.834
C 1.532 -1.428 3.577
C 2.207 -3.155 1.190
C -2.844 -4.019 1.401
As -3.974 -4.074 3.045
C -2.614 -4.703 4.314
C -4.003 -2.209 3.669
H -3.748 0.952 0.479
H -2.586 2.188 -0.082
H -2.511 1.594 1.588
H -3.118 -0.699 -1.878
H -1.447 -1.126 -2.340
H -1.964 0.565 -2.388
H -3.398 -1.718 0.362
H -2.731 -1.206 1.906
H -0.380 -2.674 -0.642
H -1.896 -3.468 -1.062
H -0.647 -4.356 -0.196
H -0.390 -3.961 2.407
H -1.158 -2.534 3.084
H 1.566 -2.335 4.181
H 0.873 -0.701 4.046
H 2.529 -1.005 3.467
H 2.177 -4.028 1.841
H 3.182 -2.675 1.260
H 2.011 -3.453 0.164
H -2.362 -5.003 1.427
H -3.560 -4.059 0.575
H -2.193 -5.644 3.960
H -3.118 -4.899 5.259
H -1.812 -3.989 4.495
H -4.592 -1.580 3.002
H -3.019 -1.768 3.833
H -4.518 -2.238 4.629
O 4.442 0.920 1.895
C 3.669 1.109 1.009
O 2.483 0.441 1.014
C 3.895 2.060 -0.125
C 5.184 2.578 -0.218
C 5.533 3.436 -1.248
C 4.592 3.789 -2.205
C 3.303 3.291 -2.118
C 2.939 2.430 -1.083
P 1.203 1.918 -1.126
C 0.977 1.103 -2.723
C 1.390 -0.229 -2.791
C 1.315 -0.936 -3.981
C 0.817 -0.307 -5.117
C 0.415 1.020 -5.061
C 0.499 1.731 -3.870
C 0.208 3.410 -1.018
C 0.731 4.529 -0.371
C -0.052 5.663 -0.215
C -1.353 5.685 -0.696
C -1.882 4.568 -1.334
C -1.109 3.430 -1.488
H 5.907 2.287 0.531
H 6.540 3.826 -1.310
H 4.859 4.453 -3.016
H 2.574 3.585 -2.865
H 1.831 -0.726 -1.928
H 1.653 -1.962 -4.028
H 0.756 -0.851 -6.051
H 0.044 1.511 -5.951
H 0.194 2.769 -3.844
H 1.749 4.524 -0.002
H 0.359 6.533 0.279
H -1.957 6.574 -0.577
H -2.894 4.591 -1.717
H -1.525 2.570 -2.000
```